86
Properties=species:S:1:pos:R:3:forces:R:3 method="wB97M-V/def2-TZVPD" total_charge=+1 relative_energy_kcal_mol=149.98 multiplicity=2 total_energy_ev=-142141.0167 e_lumo_ev="-4.82 / -6.28" gap_ev="4.8569 / 3.4665" homo_energy_ha="-0.35572 / -0.35800"
Ir -0.704501 -0.215876 0.226791 0.7602 2.3772 3.6563
C 0.845153 -3.363192 -4.373280 -0.4142 0.0227 -0.0832
C 1.494887 -3.830189 -3.079370 0.1411 0.2911 0.3112
S 1.791870 -2.594130 -1.777958 -0.1112 0.0883 -0.3443
C 2.596963 -1.201829 -2.646811 -0.1296 -0.4262 0.2315
C 1.567288 -0.256488 -3.268676 -0.2608 -0.1492 0.1111
S -0.096205 -0.709498 -2.634156 0.3905 -0.1198 0.1384
C -1.151839 -0.260678 -4.047730 -0.0080 0.0339 0.1651
C -1.103434 -1.399053 -5.055104 0.0339 -0.3477 0.1168
S -0.940712 -3.000184 -4.179493 0.3517 0.2528 0.0272
H 0.927022 -4.166107 -5.106524 0.0499 0.0475 0.0026
H 1.332392 -2.478570 -4.776011 0.0632 -0.0509 -0.0780
H 2.457684 -4.290571 -3.303323 -0.0364 -0.0780 -0.0673
H 0.867053 -4.568944 -2.579316 0.0913 -0.1085 0.0087
H 3.292912 -1.598839 -3.384204 0.0600 0.1168 -0.0077
H 3.165362 -0.704020 -1.862682 0.0566 0.0068 -0.0580
H 1.542775 -0.338919 -4.354311 -0.0305 0.0200 0.0065
H 1.755886 0.784847 -3.006838 -0.0825 0.0244 -0.0626
H -0.832867 0.690245 -4.472645 -0.0486 0.0972 0.0817
H -2.144826 -0.139647 -3.615383 0.0172 0.0644 0.0432
H -0.268005 -1.316861 -5.748271 -0.0585 0.0455 -0.0438
H -2.026287 -1.449158 -5.630232 0.0391 0.0655 -0.0755
N -0.684152 2.172660 0.839645 0.1323 -0.9612 -0.8475
N -1.468175 2.888714 -0.069737 0.0615 -0.1528 -0.1154
C -2.181762 2.179509 -1.039785 0.0506 1.2283 0.4537
O -2.948710 2.765657 -1.766905 0.0365 -0.3026 -0.0715
O -1.879713 0.924885 -1.095982 0.3283 -2.3316 0.2255
H -1.040108 2.241351 1.789934 0.0294 -0.2959 -0.0492
H 0.277000 2.507044 0.827375 -0.0382 -0.1144 0.1120
H -1.782428 3.818888 0.159468 0.0236 -0.0590 0.0441
C -0.189360 2.979510 8.429283 0.0482 -0.0149 -0.0207
C 0.366567 2.472834 7.133446 0.0439 0.0859 -0.1584
C 0.188528 3.176937 5.954801 0.0617 -0.1180 0.0457
C 0.671760 2.707215 4.739077 0.0220 -0.0089 -0.0816
C 0.520448 3.656304 3.572466 0.0171 -0.1084 0.0342
C 1.327012 1.463656 4.674243 -0.0972 -0.1679 -0.2942
As 1.665317 0.801857 2.818780 1.1561 1.1258 -0.2143
N 0.136483 -0.099048 2.403473 -1.4410 -0.8073 -3.2882
C -0.732991 -0.747392 3.230234 -0.7357 -0.8087 0.4291
C -2.098107 -0.858608 2.886974 0.5081 0.2047 -0.0254
C -2.955653 -1.638181 3.634858 -0.1308 -0.2550 0.1834
C -2.493215 -2.314774 4.756105 -0.0429 0.0572 -0.1136
C -1.151656 -2.218599 5.109182 -0.1362 0.0559 0.0547
C -0.287475 -1.439688 4.372661 0.1141 0.1802 -0.2668
C 3.268415 -0.370939 2.915179 -0.4986 -0.0862 -0.0524
C 3.325324 -1.711188 2.531992 0.1956 0.0779 0.1525
C 2.178793 -2.458629 1.921916 -0.0720 -0.0043 0.0657
C 4.517409 -2.407865 2.728721 -0.0038 0.1367 -0.1032
C 5.650422 -1.798209 3.236466 -0.0331 -0.0632 0.0181
C 6.925860 -2.563785 3.428298 -0.0449 0.0439 0.0884
C 5.589603 -0.441210 3.539380 -0.0580 -0.0409 -0.1333
C 4.428130 0.290457 3.361104 -0.0808 -0.0734 0.0515
C 4.427689 1.763668 3.658869 -0.0475 -0.0862 0.0296
C 1.636269 0.812822 5.882161 0.0042 -0.0529 0.0612
C 2.584846 -0.350096 6.010416 -0.1241 -0.0669 -0.0435
C 1.135948 1.320739 7.074941 -0.0081 -0.0203 -0.0395
H -0.935384 3.750142 8.249989 -0.0477 0.0244 0.0638
H 0.602980 3.409233 9.043064 0.0014 0.0074 0.0540
H -0.646894 2.168293 8.992831 -0.0352 0.0074 0.0638
H -0.323349 4.131425 5.972455 -0.0533 0.0442 0.0256
H 0.835846 4.650413 3.890575 -0.0468 0.0148 -0.0484
H -0.523609 3.737071 3.260446 -0.0055 0.0416 -0.0641
H 1.143126 3.359657 2.730400 -0.0917 0.1270 -0.0034
H -2.452779 -0.316987 2.008735 -0.0845 0.0629 0.1353
H -3.993671 -1.728840 3.347209 -0.0431 0.0557 -0.0249
H -3.169553 -2.913826 5.348099 -0.0297 -0.0321 -0.0001
H -0.781309 -2.771332 5.961034 0.0498 -0.0057 0.0453
H 0.763442 -1.404848 4.612839 0.0328 -0.0330 0.0721
H 1.447655 -1.786077 1.488630 -0.0024 -0.0847 0.0703
H 1.683754 -3.082289 2.669060 -0.1394 -0.0001 -0.0098
H 2.529675 -3.122798 1.132207 0.0837 -0.0497 0.0369
H 4.541775 -3.456695 2.458259 0.0796 -0.0583 -0.0280
H 6.821457 -3.588901 3.080036 0.0608 -0.0298 -0.0152
H 7.197442 -2.586158 4.484152 0.0651 -0.0311 0.0119
H 7.740649 -2.083867 2.886422 0.0639 -0.0584 -0.0030
H 6.474671 0.056945 3.915418 0.0560 0.0644 -0.0182
H 5.428410 2.108631 3.906630 0.0324 0.0226 -0.0129
H 3.766981 1.989349 4.496814 0.0521 0.1376 0.0168
H 4.069636 2.322635 2.790177 0.0192 0.0975 0.0641
H 2.680984 -0.938521 5.103940 0.0281 -0.0470 0.0853
H 2.277795 -0.999606 6.829045 0.0004 -0.0339 0.0133
H 3.578999 0.033281 6.253461 0.0374 -0.0539 -0.0399
H 1.367772 0.795006 7.993222 -0.0030 -0.0468 0.0568
O -0.862883 -4.382537 1.232165 0.0423 -0.0685 -0.0996
C -0.774107 -3.283986 0.829420 -0.1554 0.1039 0.2963
N -0.647996 -2.181519 0.394079 -0.0821 1.3528 -0.9551

***

20
Properties=species:S:1:pos:R:3:forces:R:3 method="wB97M-V/def2-TZVPD" relative_energy_kcal_mol=24.76 total_energy_ev=-7921.7592 e_lumo_ev=1.05 gap_ev=9.8650 smiles=C[C@H]1N(C)C1(C)C homo_energy_ha=-0.32411
C -1.378737 1.788807 0.555816 -0.0682 0.0490 -0.0642
C -0.764946 0.420089 0.590170 -0.0095 0.1758 0.1861
N -0.819787 -0.442892 -0.576894 0.2088 -0.1411 -0.0489
C -0.985272 -1.876871 -0.401256 0.0044 -0.2314 0.0442
C 0.478994 0.077370 -0.139319 0.1788 0.0245 -0.0972
C 1.474619 -0.744852 0.649097 0.0738 0.0743 0.0841
C 1.171701 0.930383 -1.184347 -0.0692 0.1008 -0.0624
H -2.441063 1.758537 0.812081 0.0684 0.0375 -0.0327
H -0.858915 2.422538 1.285456 -0.1674 -0.0172 -0.1272
H -1.272106 2.235240 -0.435842 -0.0708 -0.0348 0.1357
H -0.877959 -0.093741 1.551598 0.0813 0.0938 -0.1289
H -1.460760 -2.313542 -1.281949 -0.0753 0.0828 0.1067
H 0.002749 -2.330620 -0.298138 -0.1775 -0.3099 -0.0506
H -1.566472 -2.142468 0.488434 -0.0525 0.0847 -0.0846
H 2.006022 0.036721 1.193664 0.4362 -0.3002 0.1591
H 1.041208 -1.421214 1.392949 -0.0385 0.1251 -0.2244
H 2.183206 -1.303540 0.021480 -0.1573 0.1536 0.1099
H 0.603289 1.823235 -1.450701 0.0298 -0.0973 0.0040
H 1.255097 0.307239 -2.080892 0.0700 0.1700 0.0087
H 2.185938 1.233897 -0.893248 -0.2653 -0.0400 0.0825

***

66
Properties=species:S:1:pos:R:3:forces:R:3 method="wB97M-V/def2-TZVPD" total_energy_ev=-46399.7753 e_lumo_ev=-1.95 gap_ev=7.5011 homo_energy_ha=-0.34738
C -0.046181 0.021821 2.694140 -0.2562 0.0467 0.9515
C -0.645115 1.376148 2.357322 0.7111 -0.2366 -0.7158
C -0.801701 1.675604 0.842134 -0.1339 -0.0702 1.2143
C -2.051405 2.530569 0.607987 0.2318 -0.3061 -1.5327
C -2.978967 2.025591 -0.530330 -0.1796 0.1029 1.2006
C -3.905035 0.855862 -0.103343 0.1831 -0.3756 -1.2062
C -3.627973 -0.510335 -0.824826 -0.2576 0.3031 1.3741
C -2.720116 -1.523627 -0.080463 -0.0979 -0.1714 -1.3737
C -1.978060 -2.468409 -1.100099 0.7011 0.1961 1.8250
C -0.536952 -2.049801 -1.496531 -1.0979 -0.0081 -1.4520
C -0.588099 -1.222109 -2.824383 0.3367 -0.0088 1.0874
C 0.297975 0.027734 -2.830721 0.6776 -0.3617 -1.2145
C 1.734146 -0.178508 -3.430915 -0.3209 0.3698 0.6821
C 2.884478 0.041807 -2.437675 -0.4079 0.0659 -0.0593
C 2.808785 -0.811693 -1.178145 0.9850 -1.0179 0.2161
C 2.996081 -2.337068 -1.483291 -0.8377 0.8272 -0.0793
C 2.477310 -3.315608 -0.423669 1.2515 -0.0785 0.2283
C 3.377790 -3.485875 0.820878 -1.2944 -0.4049 -0.3293
N 4.157676 -2.264138 1.185338 0.3324 -0.4656 0.9385
H -0.650179 -0.832987 2.395894 -0.0489 -0.0709 -0.2970
H 0.969340 -0.086800 2.336401 0.4251 -0.0886 -0.4288
H 0.023075 -0.025610 3.786501 0.0755 -0.1686 -0.0270
H -1.600213 1.459502 2.865626 -0.1060 0.1208 0.0613
H 0.034787 2.121416 2.762285 -0.3273 0.2533 0.2726
H 0.081978 2.230463 0.526206 0.0702 -0.0221 -0.1533
H -0.807692 0.744241 0.278702 -0.2258 -0.2286 -0.1767
H -1.688044 3.515769 0.334216 -0.2770 0.3293 0.2142
H -2.641712 2.615265 1.514088 -0.0164 0.1838 0.1024
H -3.617150 2.874080 -0.772809 -0.0410 0.0280 -0.2481
H -2.436550 1.750115 -1.433995 0.2351 0.0637 -0.0565
H -4.916327 1.126473 -0.408629 -0.0962 0.0603 0.1178
H -3.944090 0.751777 0.979818 0.1704 -0.1595 0.1023
H -4.605067 -0.986168 -0.910186 0.0024 -0.1649 -0.3580
H -3.249071 -0.339947 -1.828906 -0.0292 0.2002 -0.0804
H -2.035800 -1.015665 0.591487 0.3170 0.0307 -0.0585
H -3.343728 -2.163765 0.542686 -0.0766 0.0890 0.1216
H -2.579180 -2.610359 -1.993862 -0.1005 -0.0832 -0.0702
H -1.886117 -3.429903 -0.589139 -0.1639 -0.1882 -0.1723
H -0.019171 -1.497378 -0.721283 -0.1432 0.1259 0.3301
H 0.023195 -2.962574 -1.708783 0.1306 -0.0229 0.1654
H -1.620762 -0.926913 -2.985781 -0.0357 0.1110 -0.0312
H -0.335612 -1.896422 -3.642340 0.0660 0.1401 -0.2259
H 0.395851 0.483297 -1.852528 -0.2655 0.0603 0.3054
H -0.191106 0.750929 -3.481182 -0.0339 0.2139 0.1416
H 1.841929 -1.165615 -3.877819 -0.1713 -0.0477 -0.1858
H 1.851938 0.566412 -4.214399 0.1808 -0.1602 -0.2442
H 2.921469 1.092028 -2.150126 -0.1076 0.0934 0.0843
H 3.829896 -0.148403 -2.949644 0.1126 -0.1021 0.0152
H 3.646350 -0.503018 -0.536821 -0.0855 0.2466 -0.0129
H 1.912578 -0.662684 -0.583888 -0.3281 0.1841 -0.1416
H 4.039110 -2.502202 -1.760433 0.0892 -0.2777 0.0412
H 2.409619 -2.538334 -2.378561 0.0840 -0.0897 -0.1052
H 1.492001 -3.073085 -0.069818 -0.4116 0.4489 -0.0883
H 2.391313 -4.304738 -0.871063 0.0198 -0.0906 0.0070
H 2.719938 -3.680353 1.663045 0.1142 0.0302 0.2587
H 4.034959 -4.344952 0.753580 0.5002 0.2304 -0.1399
H 4.618359 -2.448476 2.073209 0.1764 -0.0060 0.2332
H 4.900687 -2.043842 0.533525 -0.0674 0.2559 -0.4931
H 3.568074 -1.452136 1.357921 -0.2012 0.2159 -0.4034
F -0.929480 6.395480 5.081847 -0.6969 -0.3665 -0.6080
P -0.920915 5.317233 3.809782 0.0597 0.2644 0.3419
F -1.998759 5.319475 2.529878 0.5717 0.4952 0.2412
F -0.074586 4.339792 4.880812 -0.1353 0.6443 -0.0916
F -0.279819 6.664502 3.062401 0.2738 -0.8061 0.2728
F -2.290265 4.673736 4.520827 0.9147 -0.3729 -0.0308
F 0.100313 4.462378 2.777849 -0.9234 -0.0091 -0.2563